(1)
69
Properties=species:S:1:pos:R:3:forces:R:3:nbo_charge:R:1 method="wB97M-V/def2-TZVPD" max_force_ev_per_a=1.58 energy_ha=-2128.7920 charge=-1 homo_lumo_gap_ev=3.87
C -2.91595 -4.64716 -1.92990 1.092 -0.144 0.387 -0.244
O -2.18551 -5.04965 -3.07046 -0.351 -0.078 0.019 -0.759
B -1.65147 -6.37897 -2.95640 0.210 0.732 -0.592 1.222
O -2.33812 -7.36570 -3.58516 0.299 -0.377 0.216 -0.875
N -0.39718 -6.51615 -2.27231 -1.425 -0.268 0.633 -0.868
C -0.27433 -7.53665 -1.19876 0.403 0.216 -0.228 -0.134
C -1.33790 -7.42865 -0.06912 0.274 -0.683 0.627 -0.554
C -2.45921 -8.43229 -0.07994 -0.815 -0.154 -1.074 0.891
O -3.26056 -8.63948 -0.93133 0.199 0.394 0.609 -0.529
F -2.58109 -9.13457 1.09456 0.327 0.194 -0.030 -0.371
C -0.04172 -8.98956 -1.71032 -0.005 -1.008 -0.822 0.727
O -0.90697 -9.58728 -2.36903 -0.728 0.591 0.184 -0.745
O 1.07156 -9.45099 -1.41630 1.134 0.174 0.757 -0.776
H -3.41847 -5.50622 -1.47474 -0.436 0.161 -0.002 0.163
H -2.20980 -4.27136 -1.17289 -0.141 0.069 0.124 0.153
H -3.60414 -3.83465 -2.14553 -0.194 -0.110 -0.278 0.176
H -3.27738 -7.34345 -3.40156 -0.187 0.042 -0.222 0.492
H -0.19075 -5.61818 -1.85152 0.360 0.081 -0.156 0.369
H 0.66734 -7.31510 -0.70782 0.056 0.109 0.054 0.209
H -1.79864 -6.44461 0.01351 -0.009 0.158 -0.258 0.223
H -0.80515 -7.57547 0.86934 -0.001 -0.036 0.090 0.231
C 2.34938 -3.99256 3.95535 0.016 0.075 0.037 -0.190
C 2.60975 -2.83379 4.68043 -0.029 -0.038 -0.061 -0.198
C 2.43091 -1.59205 4.09502 0.049 -0.061 0.163 -0.160
C 2.00119 -1.50240 2.77694 -0.014 -0.075 -0.119 -0.153
C 1.76187 -2.66648 2.04297 0.024 0.155 0.076 -0.051
C 1.92709 -3.90972 2.63964 0.027 -0.147 0.083 -0.172
C 1.34594 -2.59481 0.61495 -0.054 -0.245 -0.154 0.527
O 1.13431 -3.60413 -0.01920 -0.051 -0.058 -0.035 -0.509
C 1.20465 -1.25410 -0.01555 0.039 0.122 0.073 -0.131
C 0.87060 -1.16563 -1.36126 -0.047 0.030 -0.169 -0.164
C 0.72288 0.07624 -1.95605 0.014 0.050 0.082 -0.189
C 0.90019 1.23606 -1.20726 -0.004 -0.049 -0.038 -0.183
C 1.23893 1.15062 0.13235 -0.047 0.183 -0.160 -0.199
C 1.40036 -0.09104 0.73116 0.002 -0.138 0.032 -0.062
C 1.79567 -0.16168 2.16427 0.038 0.245 0.162 0.541
O 1.95097 0.85223 2.81781 -0.021 -0.010 -0.010 -0.547
H 2.48160 -4.96190 4.41746 -0.001 -0.006 -0.008 0.221
H 2.95118 -2.90179 5.70511 -0.007 -0.002 0.005 0.215
H 2.62812 -0.69110 4.65929 -0.048 0.075 -0.094 0.233
H 1.72945 -4.80975 2.07315 -0.012 0.068 -0.110 0.248
H 0.72927 -2.06715 -1.94221 0.001 -0.075 0.108 0.249
H 0.46673 0.14309 -3.00503 -0.010 -0.008 -0.001 0.221
H 0.77688 2.20648 -1.67177 -0.017 0.002 0.008 0.223
H 1.38187 2.05148 0.71345 0.066 -0.072 0.104 0.229
C 0.53646 4.88612 2.46062 0.017 0.016 0.057 -0.189
C 0.80215 6.04341 3.18579 -0.033 -0.021 -0.070 -0.192
C 0.62198 7.28662 2.60295 0.048 -0.067 0.154 -0.177
C 0.18629 7.37973 1.28704 -0.018 -0.077 -0.115 -0.057
C -0.05822 6.21756 0.55184 0.009 0.147 0.020 -0.155
C 0.10757 4.97452 1.14731 0.052 -0.170 0.116 -0.155
C -0.47898 6.29143 -0.87365 -0.051 -0.272 -0.132 0.538
O -0.69460 5.28222 -1.51231 0.024 0.017 -0.010 -0.526
C -0.62053 7.63442 -1.50125 0.038 0.107 0.092 -0.058
C -0.95827 7.72541 -2.84556 -0.044 0.049 -0.164 -0.184
C -1.10585 8.96723 -3.43881 0.006 0.050 0.055 -0.190
C -0.92507 10.12533 -2.68928 -0.004 -0.068 -0.017 -0.195
C -0.58324 10.04056 -1.35058 -0.021 0.130 -0.120 -0.155
C -0.42087 8.79682 -0.75382 -0.012 -0.141 -0.033 -0.150
C -0.01939 8.72209 0.67875 0.051 0.226 0.186 0.536
O 0.14094 9.73279 1.33159 0.000 0.001 -0.022 -0.529
H 0.66986 3.91455 2.91990 0.019 -0.007 -0.018 0.233
H 1.14868 5.97312 4.20833 -0.006 -0.006 0.004 0.219
H 0.82329 8.18633 3.16770 -0.049 0.076 -0.095 0.235
H -0.09490 4.07404 0.58348 -0.040 0.074 -0.112 0.238
H -1.10188 6.82498 -3.42660 0.009 -0.077 0.111 0.240
H -1.36423 9.03585 -4.48734 -0.005 -0.002 -0.001 0.218
H -1.04762 11.09516 -3.15338 0.000 0.002 -0.002 0.217
H -0.43795 10.93972 -0.76808 0.039 -0.070 0.106 0.238

---

(2)
2
Properties=species:S:1:pos:R:3:forces:R:3:nbo_charge:R:1 method="wB97M-V/def2-TZVPD" max_force_ev_per_a=16.69 energy_ha=-109.2662 smiles=N#N homo_lumo_gap_ev=10.17
N 0.00000 0.00000 0.80761 0.000 0.000 -16.687 0.000
N 0.00000 0.00000 -0.80761 0.000 0.000 16.687 0.000

---

(3)
10
Properties=species:S:1:pos:R:3:forces:R:3:nbo_charge:R:1 method="wB97M-V/def2-TZVPD" max_force_ev_per_a=3.84 energy_ha=-1097.4509 smiles="N=[SiH2].[SiH3]Cl" homo_lumo_gap_ev=9.20
N 1.68490 0.76863 0.67888 0.492 0.106 -1.385 -1.342
Si 2.52995 -0.34898 -0.12573 -1.368 -0.671 -0.528 1.367
H 0.75103 1.01964 0.31600 0.493 -0.688 0.805 0.385
H 2.01000 -1.64564 -0.84543 0.292 1.170 0.573 -0.209
H 3.97511 -0.32107 -0.38138 0.180 0.138 0.563 -0.203
Si -2.45621 0.39821 0.00054 2.813 -2.485 0.807 0.895
Cl -1.12140 -1.32249 0.18302 -0.460 0.342 -0.095 -0.478
H -3.50449 -0.40141 -0.53349 -1.229 0.423 -0.643 -0.126
H -2.42502 0.69492 1.40070 -0.747 0.730 0.656 -0.144
H -1.44388 1.15821 -0.69313 -0.466 0.935 -0.753 -0.144